Formula: C38H53EuN4OP4
Source: the Open Molecules 2025 dataset
Level of theory: wB97M-V/def2-TZVPD

Element x y z (Å)
Eu (-0.155, -0.310, 0.177)
C (0.116, 4.851, -1.977)
C (-0.160, 3.794, -1.116)
N (0.707, 3.002, -0.573)
C (2.100, 2.945, -0.899)
C (2.447, 4.051, -1.785)
C (1.491, 4.986, -2.261)
C (3.739, 3.925, -2.289)
C (4.560, 2.877, -1.957)
C (4.122, 1.768, -1.238)
C (2.881, 1.819, -0.586)
N (2.358, 0.747, 0.097)
C (3.263, -0.079, 0.806)
C (4.319, 0.464, 1.430)
C (5.202, -0.340, 2.157)
C (5.098, -1.686, 2.164)
C (4.085, -2.312, 1.363)
C (3.929, -3.690, 1.227)
C (2.909, -4.263, 0.531)
C (1.972, -3.368, 0.018)
N (1.984, -2.074, 0.183)
C (3.080, -1.524, 0.798)
H (-0.637, 5.476, -2.415)
H (-1.697, 2.394, -1.214)
H (1.851, 5.864, -2.807)
H (4.175, 4.680, -2.989)
H (5.565, 2.835, -2.347)
H (4.833, 1.068, -0.970)
H (4.363, 1.522, 1.570)
H (6.054, 0.140, 2.588)
H (5.685, -2.326, 2.747)
H (4.695, -4.306, 1.707)
H (2.844, -5.349, 0.341)
H (1.048, -3.723, -0.436)
C (-4.446, -0.222, 1.459)
P (-2.784, -0.356, 2.203)
C (-2.917, 1.018, 3.345)
C (-2.878, -1.864, 3.321)
C (-2.870, -3.191, 2.539)
P (-1.297, -3.399, 1.533)
C (-0.196, -3.736, 2.938)
C (-1.558, -5.080, 0.849)
H (-4.984, 0.227, 2.201)
H (-4.990, -1.110, 1.002)
H (-4.327, 0.529, 0.443)
H (-3.745, 0.814, 4.062)
H (-3.198, 1.885, 2.733)
H (-1.828, 1.156, 3.682)
H (-3.755, -1.785, 3.834)
H (-2.054, -1.933, 3.960)
H (-3.780, -3.217, 1.991)
H (-2.987, -4.020, 3.270)
H (-0.587, -4.471, 3.641)
H (-0.044, -2.817, 3.489)
H (0.797, -4.113, 2.550)
H (-1.803, -4.945, -0.195)
H (-2.375, -5.556, 1.279)
H (-0.683, -5.625, 0.950)
C (2.627, -0.776, -3.339)
P (1.106, 0.224, -3.129)
C (1.420, 1.678, -4.130)
C (-0.015, -0.779, -4.324)
C (-0.735, -2.046, -3.815)
P (-1.661, -1.630, -2.317)
C (-2.935, -0.419, -2.886)
C (-2.689, -3.223, -2.261)
H (2.928, -0.788, -4.435)
H (2.440, -1.811, -3.030)
H (3.510, -0.398, -2.812)
H (1.761, 1.576, -5.130)
H (2.276, 2.312, -3.689)
H (0.509, 2.271, -4.122)
H (0.632, -1.020, -5.141)
H (-0.763, -0.015, -4.688)
H (-0.002, -2.837, -3.573)
H (-1.401, -2.500, -4.569)
H (-3.623, -1.010, -3.472)
H (-2.627, 0.428, -3.491)
H (-3.462, 0.002, -2.065)
H (-3.131, -3.355, -3.224)
H (-3.454, -3.229, -1.494)
H (-1.986, -4.010, -2.223)
N (-0.088, 2.200, 0.203)
C (-1.256, 3.056, -0.459)
C (-2.320, 3.576, 0.417)
C (-1.995, 4.145, 1.587)
C (-3.009, 4.690, 2.340)
C (-4.279, 4.833, 1.897)
C (-4.625, 4.181, 0.669)
C (-3.657, 3.545, -0.041)
H (-0.946, 4.184, 1.880)
H (-2.782, 4.910, 3.358)
H (-5.026, 5.341, 2.479)
H (-5.766, 4.175, 0.448)
H (-3.661, 3.106, -1.087)
C (1.581, -0.732, 3.634)
O (0.963, 0.028, 2.603)
H (2.277, -0.157, 4.285)
H (2.059, -1.672, 3.381)
H (0.719, -0.921, 4.258)
H (1.547, 0.816, 2.387)

- largest force on an atom (Eh/bohr) = 0.106
- net charge = +1
- multiplicity = 8
- HOMO-LUMO gap (spin up / spin down) (eV) = 3.02 / 3.82
- energy (eV) = -104746.3142
- energy relative to the best compared isomer or geometry (same formula, charge and spin) (kJ/mol) = 678.8